(1)
Below is C26H23N4PV as an isolated structure, with properties calculated with wB97M-V/def2-TZVPD.

Values from the calculation:
Orbital gap (alpha / beta): 6.744 / 7.715 eV
Net charge: +3
E: -2508.08057 a.u.
Spin multiplicity: 3

CARTESIAN COORDINATES (ANGSTROEM)
V -0.23 0.79 -0.58
N 0.91 -0.55 -3.20
P -0.65 -0.37 -2.63
C -1.80 -1.39 -3.50
C -1.81 -2.76 -3.20
C -2.67 -3.59 -3.89
C -3.51 -3.07 -4.87
C -3.50 -1.71 -5.16
C -2.64 -0.86 -4.48
C -1.09 1.38 -2.64
C -0.05 2.34 -2.67
C -0.28 3.65 -2.25
C -1.54 4.01 -1.78
C -2.57 3.08 -1.73
C -2.35 1.77 -2.13
C 1.98 -0.33 -2.36
C 3.27 -0.65 -2.77
C 4.33 -0.40 -1.92
C 4.08 0.18 -0.67
C 2.78 0.47 -0.34
N 1.72 0.23 -1.15
H 1.09 -0.92 -4.13
H -1.15 -3.17 -2.44
H -2.68 -4.65 -3.68
H -4.17 -3.72 -5.41
H -4.15 -1.31 -5.93
H -2.61 0.20 -4.73
H 0.92 2.07 -3.08
H 0.51 4.38 -2.32
H -1.72 5.03 -1.46
H -3.55 3.37 -1.39
H -3.16 1.04 -2.09
H 3.43 -1.09 -3.74
H 5.34 -0.64 -2.22
H 4.88 0.40 0.02
H 2.58 0.93 0.61
N 0.28 1.39 1.45
C -0.95 1.31 2.24
C -1.10 1.94 3.45
C -2.29 1.75 4.19
C -3.26 0.90 3.73
C -3.11 0.24 2.49
C -4.05 -0.67 1.98
C -3.82 -1.30 0.78
C -2.68 -0.98 0.06
N -1.76 -0.10 0.48
C -1.95 0.48 1.72
H 0.70 2.31 1.55
H 0.96 0.74 1.85
H -0.32 2.57 3.85
H -2.40 2.26 5.14
H -4.15 0.72 4.31
H -4.95 -0.89 2.56
H -4.52 -2.02 0.38
H -2.50 -1.45 -0.90

(2)
Below is C26H23NO5RuS2 as an isolated structure at a distorted geometry, with properties calculated with wB97M-V/def2-TZVPD.

Values from the calculation:
Orbital gap (alpha / beta): 7.587 / 7.576 eV
E: -2326.68561 a.u.

CARTESIAN COORDINATES (ANGSTROEM)
Ru -0.57 1.26 -1.30
C -0.89 -5.18 0.94
O -1.51 -5.20 -0.34
C -1.52 -4.04 -1.04
C -2.25 -4.08 -2.24
C -2.37 -2.93 -2.96
C -1.76 -1.72 -2.56
C -2.07 -0.48 -3.21
C -2.37 -0.41 -4.68
O -2.12 0.59 -2.58
C -0.93 -1.72 -1.41
O -0.15 -0.73 -1.09
C -0.87 -2.89 -0.63
H -1.07 -6.16 1.37
H -1.33 -4.41 1.58
H 0.18 -5.00 0.86
H -2.73 -5.00 -2.54
H -3.00 -2.93 -3.85
H -2.77 -1.33 -5.09
H -1.42 -0.20 -5.18
H -3.05 0.42 -4.88
H -0.29 -2.85 0.28
O -0.19 2.33 -3.02
N 0.71 3.31 -3.06
C 0.90 3.92 -4.25
C 1.81 4.92 -4.39
C 2.57 5.30 -3.27
C 2.35 4.68 -2.07
C 1.37 3.67 -1.95
S 0.97 2.92 -0.47
H 0.27 3.54 -5.05
H 1.94 5.40 -5.35
H 3.32 6.07 -3.35
H 2.90 4.94 -1.18
O -1.16 1.01 1.01
S 0.24 0.50 1.30
C 0.10 -0.97 2.32
C -1.04 -1.19 3.08
C -1.12 -2.34 3.85
C -0.07 -3.25 3.85
C 1.06 -3.03 3.07
C 1.14 -1.88 2.29
C 0.91 1.55 2.59
C 0.09 2.45 3.24
C 0.64 3.30 4.20
C 1.99 3.23 4.49
C 2.81 2.32 3.82
C 2.27 1.48 2.86
H -1.85 -0.47 3.06
H -2.00 -2.53 4.46
H -0.13 -4.15 4.46
H 1.87 -3.75 3.06
H 1.99 -1.70 1.65
H -0.96 2.50 2.98
H 0.01 4.01 4.71
H 2.42 3.89 5.23
H 3.86 2.28 4.04
H 2.90 0.78 2.32

(3)
Below is C26H24AuP2SbSe4 as an isolated structure, with properties calculated with wB97M-V/def2-TZVPD.

Values from the calculation:
Orbital gap: 5.984 eV
E: -11669.63979 a.u.

CARTESIAN COORDINATES (ANGSTROEM)
Au -1.33 -0.76 0.31
Se -2.56 -1.52 4.41
Sb -3.63 -2.31 2.43
Se -3.70 -0.34 0.75
Se -1.71 -3.13 0.86
Se -5.52 -3.71 2.27
C 1.04 1.50 0.09
C 1.72 0.29 -0.54
P 0.96 -1.24 0.13
C 1.44 -2.61 -0.93
C 1.41 -2.45 -2.32
C 1.68 -3.53 -3.14
C 1.96 -4.77 -2.59
C 1.96 -4.94 -1.21
C 1.70 -3.86 -0.38
C 1.71 -1.48 1.75
C 0.91 -1.56 2.89
C 1.52 -1.69 4.14
C 2.90 -1.75 4.24
C 3.69 -1.68 3.10
C 3.10 -1.54 1.86
P -0.77 1.44 -0.25
C -1.52 2.81 0.64
C -0.87 3.49 1.66
C -1.54 4.50 2.35
C -2.85 4.82 2.01
C -3.49 4.14 0.99
C -2.84 3.13 0.31
C -0.94 1.76 -2.01
C -1.33 0.73 -2.86
C -1.41 0.95 -4.23
C -1.12 2.20 -4.74
C -0.75 3.24 -3.90
C -0.66 3.03 -2.53
H 1.48 2.43 -0.28
H 1.16 1.48 1.18
H 2.79 0.29 -0.35
H 1.57 0.29 -1.62
H 1.17 -1.49 -2.76
H 1.66 -3.40 -4.22
H 2.16 -5.62 -3.23
H 2.17 -5.91 -0.78
H 1.69 -3.99 0.69
H -0.17 -1.55 2.84
H 0.88 -1.77 5.01
H 3.36 -1.87 5.21
H 4.77 -1.74 3.18
H 3.72 -1.50 0.97
H 0.14 3.25 1.94
H -1.03 5.02 3.14
H -3.36 5.60 2.56
H -4.52 4.38 0.74
H -3.35 2.59 -0.48
H -1.59 -0.24 -2.44
H -1.72 0.15 -4.88
H -1.20 2.38 -5.81
H -0.54 4.22 -4.31
H -0.39 3.84 -1.87

(4)
Below is a 5-piece molecular cluster, C26H24B3BrNO12P overall at a distorted geometry, with properties calculated with wB97M-V/def2-TZVPD.

Values from the calculation:
Orbital gap: 7.052 eV
SMILES: CNCB1OBOB(P(O)Br)O1.O=C1C=CC(=O)C=C1.O=C1C=CC(=O)C=C1.O=C1C=CC(=O)C=C1.O=C1C=CC(=O)C=C1
E: -4952.74072 a.u.

CARTESIAN COORDINATES (ANGSTROEM)
C 0.76 0.13 -2.32
N -0.52 0.17 -1.50
C -0.27 0.09 -0.01
B 0.36 1.45 0.67
O 0.22 1.67 2.14
B 1.44 2.28 2.69
O 2.55 2.90 1.92
B 2.48 2.42 0.50
P 4.05 1.75 -0.38
O 3.99 -0.01 -0.38
Br 4.06 2.41 -2.57
O 1.12 2.49 -0.12
H 0.84 -0.88 -2.95
H 0.77 1.04 -3.09
H 1.75 0.20 -1.70
H -1.03 -0.73 -1.73
H 0.46 -0.82 0.23
H -1.31 -0.16 0.50
H 1.57 2.31 3.89
H 3.44 -0.29 0.42
O 0.18 -1.56 2.46
C -0.38 -1.71 3.54
C -0.59 -3.05 4.11
C -1.20 -3.22 5.29
C -1.69 -2.06 6.07
O -2.24 -2.21 7.15
C -1.47 -0.72 5.50
C -0.86 -0.55 4.32
H -0.24 -3.89 3.52
H -1.37 -4.20 5.72
H -1.83 0.12 6.08
H -0.69 0.43 3.89
O -7.66 -6.05 6.05
C -6.57 -5.89 5.53
C -5.82 -7.02 4.95
C -4.62 -6.84 4.39
C -3.99 -5.51 4.32
O -2.90 -5.34 3.80
C -4.74 -4.37 4.89
C -5.94 -4.55 5.46
H -6.29 -8.00 5.01
H -4.05 -7.66 3.96
H -4.27 -3.40 4.83
H -6.51 -3.73 5.89
O 0.47 0.43 -5.24
C -0.14 -0.35 -5.96
C -1.59 -0.22 -6.17
C -2.26 -1.07 -6.96
C -1.57 -2.19 -7.63
O -2.18 -2.97 -8.35
C -0.12 -2.33 -7.42
C 0.55 -1.47 -6.63
H -2.08 0.61 -5.67
H -3.33 -0.99 -7.13
H 0.37 -3.15 -7.92
H 1.62 -1.56 -6.46
O 6.55 5.62 -3.87
C 5.81 6.40 -3.29
C 4.66 5.93 -2.51
C 3.85 6.78 -1.88
C 4.07 8.24 -1.94
O 3.32 9.02 -1.36
C 5.22 8.72 -2.73
C 6.03 7.86 -3.36
H 4.51 4.85 -2.47
H 2.99 6.45 -1.30
H 5.37 9.79 -2.76
H 6.88 8.20 -3.94

(5)
Below is a 2-piece molecular cluster, C26H24BCl2N2O4S overall at a distorted geometry, with properties calculated with wB97M-V/def2-TZVPD.

Values from the calculation:
Orbital gap: 6.401 eV
Net charge: -1
E: -2759.15314 a.u.

CARTESIAN COORDINATES (ANGSTROEM)
N -1.00 -0.26 4.28
C -1.11 -0.31 3.12
C -1.29 -0.43 1.68
C 0.09 -0.56 1.02
C 0.97 0.47 1.38
N 1.65 1.38 1.68
C 0.54 -1.94 1.29
O 1.49 -2.24 2.01
C -0.38 -3.00 0.75
Cl 0.37 -4.41 0.15
C -1.72 -2.85 0.87
Cl -2.84 -4.03 0.37
C -2.25 -1.65 1.53
O -3.39 -1.51 1.94
C 5.76 -4.02 1.51
C 4.83 -3.07 0.82
C 3.95 -3.53 -0.17
C 3.06 -2.67 -0.79
C 2.95 -1.35 -0.34
B -2.38 0.74 1.31
C 1.95 -0.46 -0.92
C 2.23 0.85 -1.32
C 1.31 1.35 -2.27
C 0.39 0.40 -2.70
C -0.52 0.51 -3.86
S 0.60 -1.09 -1.85
O -2.96 0.53 0.09
C -3.33 1.84 -0.37
C -3.02 1.88 -1.85
C -4.84 1.97 -0.15
C -2.48 2.79 0.59
C -1.07 3.07 0.03
C -3.16 4.08 0.98
O -2.35 2.00 1.81
C 3.87 -0.85 0.59
C 4.78 -1.72 1.18
H 6.64 -3.49 1.89
H 5.27 -4.50 2.36
H 6.08 -4.81 0.83
H 3.99 -4.58 -0.48
H 2.43 -3.01 -1.61
H 3.07 1.44 -0.95
H 1.33 2.35 -2.71
H -0.35 1.47 -4.35
H -0.33 -0.30 -4.56
H -1.57 0.44 -3.54
H -3.24 2.85 -2.29
H -1.96 1.64 -2.04
H -3.63 1.12 -2.36
H -5.21 2.90 -0.62
H -5.34 1.13 -0.64
H -5.09 1.96 0.92
H -1.12 3.65 -0.90
H -0.49 3.63 0.77
H -0.53 2.12 -0.15
H -3.35 4.69 0.10
H -4.10 3.88 1.50
H -2.51 4.65 1.65
H 3.82 0.20 0.89
H 5.46 -1.34 1.94

(6)
Below is a 7-piece molecular cluster, C26H24BF9O22S2 overall at a distorted geometry, with properties calculated with wB97M-V/def2-TZVPD.

Values from the calculation:
Orbital gap: 8.203 eV
SMILES: O=C(OB(S)S(=O)(=O)C(F)(F)F)c1ccccc1.O=C1OC[C@@H](F)O1.O=C1OC[C@@H](F)O1.O=C1OC[C@@H](F)O1.O=C1OC[C@@H](F)O1.O=C1OC[C@@H](F)O1.O=C1OC[C@@H](F)O1
E: -4380.56815 a.u.

CARTESIAN COORDINATES (ANGSTROEM)
O -2.02 -1.29 5.09
C -2.13 -0.92 3.99
O -1.07 -0.16 3.39
B -0.64 -0.49 2.16
S -1.07 0.36 0.59
S 0.54 -2.02 1.97
O 0.46 -2.90 3.11
O 0.37 -2.58 0.66
C 2.28 -1.30 1.99
F 2.26 -0.07 1.49
F 2.73 -1.27 3.23
F 3.09 -2.06 1.26
C -3.28 -1.16 3.09
C -3.74 -2.45 2.90
C -4.80 -2.68 2.03
C -5.37 -1.60 1.36
C -4.92 -0.31 1.59
C -3.86 -0.06 2.45
H -0.31 1.46 0.71
H -3.28 -3.27 3.44
H -5.15 -3.68 1.86
H -6.17 -1.75 0.66
H -5.37 0.52 1.06
H -3.49 0.93 2.61
O -4.50 2.21 -1.45
C -5.16 1.44 -2.07
O -5.65 1.67 -3.31
C -6.28 0.46 -3.76
C -6.59 -0.24 -2.46
F -6.53 -1.59 -2.57
O -5.55 0.21 -1.61
H -5.57 -0.11 -4.37
H -7.16 0.69 -4.36
H -7.55 0.04 -2.02
O -1.95 -3.08 -4.64
C -1.15 -3.58 -3.94
O -0.14 -2.93 -3.31
C 0.53 -3.86 -2.45
C 0.18 -5.18 -3.08
F 0.06 -6.18 -2.17
O -1.09 -4.92 -3.65
H 0.12 -3.77 -1.44
H 1.59 -3.66 -2.42
H 0.86 -5.51 -3.87
O -5.87 1.92 -6.52
C -5.51 3.04 -6.39
O -6.30 4.13 -6.56
C -5.55 5.29 -6.16
C -4.13 4.80 -6.32
F -3.30 5.36 -5.42
O -4.25 3.42 -6.05
H -5.78 5.53 -5.12
H -5.79 6.14 -6.80
H -3.71 4.94 -7.32
O -5.60 2.81 3.10
C -4.70 3.23 3.73
O -4.17 2.63 4.83
C -3.01 3.36 5.22
C -3.27 4.72 4.61
F -2.12 5.33 4.22
O -4.03 4.39 3.46
H -2.12 2.89 4.79
H -2.91 3.38 6.31
H -3.84 5.40 5.24
O 9.00 -2.27 0.19
C 8.03 -1.67 0.50
O 7.05 -2.14 1.30
C 6.13 -1.07 1.55
C 6.37 -0.16 0.37
F 6.20 1.14 0.67
O 7.74 -0.40 0.08
H 6.40 -0.57 2.49
H 5.12 -1.43 1.61
H 5.78 -0.40 -0.52
O 14.89 -0.81 0.37
C 13.84 -0.77 0.89
O 13.21 -1.84 1.46
C 12.04 -1.36 2.12
C 11.77 -0.07 1.39
F 11.20 0.86 2.19
O 13.06 0.35 1.01
H 12.26 -1.19 3.18
H 11.22 -2.07 2.04
H 11.15 -0.19 0.49

Record order is preserved below.
Molecular weight: 473.4; 594.7; 1033.0; 685.8; 542.3; 934.4 u